DFT (wB97M-V/def2-TZVPD) results for a structure of composition C14H42BF4O7S7Y at a distorted geometry.

Summary:
HOMO level	-12.041	eV
total charge	+2
2S+1	1
orbital gap	6.53	eV
energy above the lowest of the compared OMol25 structures with the same formula, charge and spin	81.3	kcal/mol

Each line ends with the Löwdin charge.
Geometry (Å):
Y1 -29.934 12.151 -14.452  1.7113
B1 -31.765 10.103 -15.366  -1.3488
F1 -32.673 10.278 -14.296  0.0902
F2 -30.527 9.958 -14.773  0.0805
F3 -32.226 9.187 -16.274  0.1906
F4 -31.619 11.298 -16.075  0.0734
C1 -28.206 7.980 -13.721  -0.1821
S1 -27.568 9.381 -14.738  0.9311
O1 -28.122 10.694 -14.203  -0.6480
C2 -25.778 9.155 -14.352  -0.1889
H1 -27.658 7.105 -14.074  0.0729
H2 -29.266 7.760 -13.733  0.0300
H3 -27.805 8.247 -12.744  0.0668
H4 -25.328 10.107 -14.079  0.0683
H5 -25.407 8.632 -15.229  0.0588
H6 -25.627 8.543 -13.461  0.0604
C3 -30.552 10.824 -18.602  -0.2355
S2 -28.970 11.291 -17.963  0.9855
O2 -29.174 11.464 -16.442  -0.6891
C4 -28.168 9.656 -18.170  -0.2253
H7 -31.147 11.728 -18.492  0.0413
H8 -31.027 9.916 -18.237  0.0728
H9 -30.354 10.597 -19.655  0.0773
H10 -27.126 9.742 -17.878  0.0490
H11 -28.355 9.402 -19.217  0.0649
H12 -28.572 8.782 -17.660  0.0647
C5 -34.604 12.638 -15.133  -0.1782
S3 -33.387 13.757 -14.328  0.9405
O3 -32.030 13.153 -14.546  -0.6661
C6 -33.490 15.224 -15.351  -0.2499
H13 -35.596 12.720 -14.692  0.0674
H14 -34.278 11.602 -15.087  0.0465
H15 -34.711 12.929 -16.180  0.0620
H16 -33.241 14.971 -16.386  0.0358
H17 -32.798 16.031 -15.121  0.0602
H18 -34.510 15.600 -15.442  0.0762
C7 -30.878 14.542 -18.572  -0.1875
S4 -30.341 14.977 -16.845  0.9502
O4 -30.186 13.706 -16.046  -0.6851
C8 -28.596 15.367 -17.224  -0.1951
H19 -30.129 13.886 -19.012  0.0456
H20 -30.903 15.436 -19.194  0.0739
H21 -31.874 14.139 -18.405  0.0492
H22 -28.430 15.889 -18.164  0.0736
H23 -28.149 14.377 -17.185  0.0509
H24 -28.301 16.059 -16.437  0.0587
C9 -32.972 6.348 -17.445  -0.3044
S5 -33.459 5.035 -18.563  0.8243
O5 -32.631 3.839 -18.199  -0.5583
C10 -35.155 4.785 -17.850  -0.2391
H25 -33.774 7.089 -17.411  0.0512
H26 -31.984 6.701 -17.724  0.0401
H27 -32.956 6.053 -16.392  0.0343
H28 -35.550 3.782 -18.018  0.0564
H29 -35.840 5.458 -18.362  0.0483
H30 -35.022 4.799 -16.768  0.0461
C11 -33.476 11.197 -11.526  -0.2495
S6 -31.692 10.995 -11.383  1.0009
O6 -31.057 11.603 -12.624  -0.6598
C12 -31.593 12.287 -10.111  -0.2313
H31 -33.901 10.729 -12.409  0.0473
H32 -33.876 12.199 -11.352  0.0657
H33 -33.990 10.749 -10.666  0.0813
H34 -30.549 12.459 -9.837  0.0611
H35 -32.263 12.316 -9.255  0.0810
H36 -31.732 13.276 -10.568  0.0663
C13 -31.438 5.474 -13.349  -0.2371
S7 -32.282 6.217 -11.931  0.8543
O7 -31.115 6.608 -11.083  -0.5675
C14 -32.789 7.799 -12.650  -0.2622
H37 -32.060 5.513 -14.249  0.0370
H38 -31.113 4.453 -13.173  0.0645
H39 -30.580 6.083 -13.627  0.0257
H40 -31.872 8.266 -13.016  0.0301
H41 -33.179 8.466 -11.888  0.0290
H42 -33.431 7.640 -13.515  0.0637


DFT (wB97M-V/def2-TZVPD) results for a structure of composition C37H50GeNO6P2RuS.

Summary:
HOMO level (alpha / beta)	-8.727 / -9.672	eV
total charge	+1
2S+1	5
orbital gap (alpha / beta)	7.22 / 7.08	eV
energy above the lowest of the compared OMol25 structures with the same formula, charge and spin	0.0	kcal/mol

Each line ends with the Löwdin spin population.
Geometry (Å):
Ru1 -0.238 0.430 -0.721  3.2275
C1 1.617 -3.383 0.148  0.0009
C2 2.688 -2.550 0.815  0.0000
C3 3.980 -3.294 1.046  0.0000
O1 2.228 -2.123 2.152  0.0019
P1 1.120 -1.025 2.330  0.0101
O2 0.968 -0.159 1.139  0.0657
C4 -0.416 -1.913 2.685  0.0006
P2 -1.846 -1.001 2.099  0.0081
O3 -1.758 -0.776 0.637  0.0554
O4 -3.155 -1.794 2.411  0.0027
C5 -3.759 -2.328 3.630  0.0010
C6 -3.939 -1.255 4.677  0.0001
C7 -2.999 -3.539 4.128  0.0001
O5 -1.781 0.290 3.007  0.0003
C8 -2.496 1.535 2.690  0.0014
C9 -1.679 2.309 1.676  0.0181
C10 -2.666 2.275 3.995  0.0008
O6 1.508 -0.187 3.584  0.0024
C11 1.714 -0.535 4.994  0.0009
C12 2.254 -1.934 5.187  0.0001
C13 0.433 -0.264 5.754  0.0001
H1 1.979 -3.731 -0.821  0.0000
H2 0.707 -2.808 -0.039  0.0011
H3 1.383 -4.262 0.752  0.0000
H4 2.864 -1.635 0.246  -0.0001
H5 3.805 -4.190 1.642  0.0000
H6 4.705 -2.664 1.560  0.0000
H7 4.405 -3.596 0.089  0.0000
H8 -0.493 -2.127 3.749  0.0000
H9 -0.393 -2.860 2.143  0.0001
H10 -4.734 -2.650 3.266  0.0000
H11 -2.982 -0.909 5.069  0.0000
H12 -4.514 -1.666 5.509  0.0000
H13 -4.486 -0.403 4.275  0.0000
H14 -2.093 -3.265 4.671  0.0000
H15 -2.741 -4.204 3.305  0.0000
H16 -3.632 -4.093 4.821  0.0000
H17 -3.468 1.256 2.273  0.0001
H18 -0.667 2.469 2.050  0.0002
H19 -2.137 3.275 1.464  0.0004
H20 -1.623 1.736 0.744  0.0124
H21 -1.689 2.540 4.403  0.0000
H22 -3.202 1.679 4.730  0.0002
H23 -3.225 3.195 3.824  0.0001
H24 2.472 0.187 5.298  0.0000
H25 1.537 -2.699 4.883  0.0000
H26 2.455 -2.078 6.250  0.0000
H27 3.178 -2.091 4.636  0.0000
H28 -0.318 -1.036 5.579  0.0000
H29 0.012 0.699 5.470  0.0000
H30 0.647 -0.251 6.823  0.0000
S1 -0.685 -1.681 -3.288  0.0479
C14 -2.110 -0.741 -2.953  0.0196
C15 -3.302 -1.063 -3.624  0.0045
C16 -4.427 -0.325 -3.376  0.0040
C17 -4.368 0.739 -2.465  0.0081
C18 -3.170 0.991 -1.853  0.0118
N1 -2.051 0.276 -2.089  0.0748
H31 -3.309 -1.883 -4.329  0.0004
H32 -5.354 -0.560 -3.882  0.0001
H33 -5.232 1.348 -2.247  0.0007
H34 -3.067 1.806 -1.146  0.0026
C19 0.530 -0.768 -2.375  0.1900
Ge1 1.114 0.915 -3.222  0.0450
C20 1.285 2.120 -1.641  0.0221
C21 0.602 3.324 -1.393  0.0291
C22 0.910 4.107 -0.290  0.0089
C23 1.907 3.706 0.591  0.0290
C24 2.600 2.526 0.367  0.0097
C25 2.294 1.744 -0.739  0.0279
C26 2.924 0.725 -3.901  0.0196
C27 3.840 1.775 -3.871  0.0020
C28 5.116 1.618 -4.394  0.0009
C29 5.493 0.407 -4.957  -0.0002
C30 4.593 -0.648 -4.993  0.0006
C31 3.319 -0.488 -4.465  0.0027
C32 -0.109 1.491 -4.607  0.0010
C33 0.114 0.976 -5.884  0.0001
C34 -0.749 1.265 -6.932  0.0000
C35 -1.848 2.082 -6.718  -0.0002
C36 -2.080 2.611 -5.456  0.0001
C37 -1.217 2.314 -4.412  -0.0001
H35 1.388 -1.417 -2.199  0.0189
H36 -0.158 3.671 -2.084  0.0018
H37 0.381 5.037 -0.125  -0.0003
H38 2.151 4.322 1.447  0.0014
H39 3.381 2.215 1.048  0.0000
H40 2.867 0.844 -0.930  0.0009
H41 3.563 2.729 -3.438  0.0002
H42 5.816 2.443 -4.366  0.0002
H43 6.487 0.286 -5.367  0.0000
H44 4.883 -1.593 -5.434  0.0001
H45 2.627 -1.324 -4.495  0.0011
H46 0.974 0.343 -6.074  0.0000
H47 -0.559 0.856 -7.916  0.0000
H48 -2.521 2.310 -7.534  0.0000
H49 -2.934 3.253 -5.286  0.0000
H50 -1.436 2.719 -3.431  0.0000


DFT (wB97M-V/def2-TZVPD) results for a structure of composition C27H25B2Cl5F4N10O5S2SeSrTe at a distorted geometry.

Summary:
HOMO level	-7.615	eV
2S+1	1
orbital gap	5.85	eV
energy above the lowest of the compared OMol25 structures with the same formula, charge and spin	0.0	kcal/mol

Each line ends with the Löwdin charge.
Geometry (Å):
Sr1 0.562 0.235 0.069  1.2876
C1 -4.226 0.591 1.457  -0.0077
C2 -2.760 0.772 1.216  -0.2797
N1 -1.995 -0.123 0.720  0.0115
O1 -2.588 -1.300 0.376  0.0037
B1 -2.191 -2.408 1.310  -1.1640
F1 -2.820 -3.520 0.819  0.1688
F2 -2.608 -2.047 2.589  0.1507
O2 -0.739 -2.714 1.319  -0.0185
N2 0.062 -1.663 1.729  -0.0065
C3 0.640 -1.791 2.860  -0.2568
C4 0.573 -2.967 3.775  0.0180
C5 1.416 -0.593 3.224  -0.2646
N3 0.767 0.487 3.021  0.1241
O3 1.549 1.619 3.273  0.1144
B2 1.133 2.730 2.613  -0.8831
F3 1.922 1.787 0.682  -0.5917
F4 1.880 3.818 2.823  0.2257
O4 -0.116 3.051 2.120  0.0663
N4 -0.824 2.030 1.490  0.0329
C6 -2.068 1.960 1.747  -0.2627
C7 -2.816 2.888 2.648  0.0123
C8 2.820 -0.680 3.711  0.0173
H1 -4.606 -0.195 0.805  0.0945
H2 -4.776 1.517 1.299  0.0733
H3 -4.395 0.271 2.485  0.1030
H4 -0.324 -3.544 3.559  0.0892
H5 0.566 -2.644 4.815  0.0942
H6 1.444 -3.605 3.624  0.0935
H7 -2.146 3.617 3.098  0.0850
H8 -3.311 2.323 3.435  0.0976
H9 -3.595 3.408 2.089  0.0886
H10 3.067 -1.694 4.015  0.0818
H11 2.989 0.008 4.536  0.0928
H12 3.479 -0.390 2.890  0.1028
Cl1 6.920 -2.290 -4.023  0.6590
C9 5.539 -1.934 -3.059  -0.7240
C10 4.563 -1.053 -3.522  -0.7080
Cl2 4.750 -0.318 -5.065  0.6797
C11 3.450 -0.770 -2.745  -0.5854
Cl3 2.232 0.323 -3.301  0.7126
C12 3.255 -1.346 -1.468  -0.5353
O5 2.232 -1.079 -0.747  -0.4309
C13 4.264 -2.240 -1.036  -0.6172
Cl4 4.020 -2.950 0.506  0.7217
C14 5.377 -2.529 -1.803  -0.7094
Cl5 6.570 -3.618 -1.224  0.6851
Se1 0.189 -2.715 -1.659  1.3551
N5 -1.226 -3.443 -2.376  -0.1675
C15 -2.077 -2.484 -2.689  -0.3608
C16 -3.370 -2.624 -3.242  0.0466
C17 -4.081 -1.481 -3.478  -0.0233
C18 -3.519 -0.219 -3.188  -0.0879
N6 -2.329 -0.053 -2.666  -0.1151
C19 -1.598 -1.168 -2.401  -0.4970
N7 -0.411 -1.070 -1.856  -0.3585
H13 -3.763 -3.607 -3.453  0.1292
H14 -5.076 -1.513 -3.893  0.1109
H15 -4.078 0.686 -3.397  0.1188
Te1 -1.022 1.814 -2.296  1.5200
C20 -2.769 2.958 -2.261  -0.8932
C21 -3.887 2.732 -1.502  -0.2433
C22 -4.908 3.676 -1.739  -0.1802
C23 -4.549 4.606 -2.666  -0.4020
S1 -2.977 4.329 -3.284  0.9842
H16 -3.966 1.917 -0.802  0.0814
H17 -5.860 3.675 -1.235  0.1062
H18 -5.122 5.447 -3.008  0.0678
C24 4.075 3.853 -3.662  -0.0890
C25 3.771 3.932 -2.170  -0.2305
C26 2.324 4.078 -1.860  -0.5750
N8 1.368 3.507 -2.502  -0.0126
N9 0.150 3.727 -1.941  -0.2860
C27 0.186 4.466 -0.857  -0.6849
N10 -0.906 4.824 -0.151  0.1453
S2 1.779 4.989 -0.477  1.1858
H19 5.138 3.675 -3.814  0.0778
H20 3.806 4.780 -4.165  0.0783
H21 3.526 3.045 -4.124  0.0469
H22 4.319 4.757 -1.710  0.1070
H23 4.085 3.018 -1.649  0.1273
H24 -1.760 4.346 -0.406  0.0751
H25 -0.763 4.948 0.840  0.1014


DFT (wB97M-V/def2-TZVPD) results for a cluster of 9 separate species, H18O9 in total.

Summary:
HOMO level	-11.322	eV
structure (SMILES)	O.O.O.O.O.O.O.O.O
2S+1	1
orbital gap	11.17	eV
energy above the lowest of the compared OMol25 structures with the same formula, charge and spin	70.7	kcal/mol

Each line ends with the Löwdin charge.
Geometry (Å):
O1 0.550 -0.128 0.173  -0.0509
H1 0.605 0.506 -0.542  0.0257
H2 -0.380 -0.348 0.228  0.0250
O2 6.104 -1.349 -1.586  -0.0514
H3 6.243 -1.012 -2.471  0.0261
H4 5.202 -1.106 -1.376  0.0253
O3 1.573 1.442 -4.284  -0.0542
H5 2.453 1.254 -4.610  0.0289
H6 1.445 2.373 -4.462  0.0305
O4 -2.524 -0.028 -4.118  -0.0539
H7 -1.580 0.123 -4.162  0.0214
H8 -2.791 -0.147 -5.029  0.0307
O5 -3.899 -1.081 0.059  -0.0537
H9 -4.371 -1.820 -0.325  0.0311
H10 -3.666 -0.531 -0.689  0.0263
O6 4.816 2.586 1.827  -0.0514
H11 5.007 2.929 0.954  0.0256
H12 3.954 2.179 1.742  0.0258
O7 -4.250 3.151 2.606  -0.0544
H13 -4.239 3.343 3.544  0.0296
H14 -4.065 2.213 2.551  0.0246
O8 -4.945 -1.899 4.198  -0.0520
H15 -4.918 -2.852 4.278  0.0289
H16 -4.742 -1.730 3.278  0.0193
O9 2.725 -2.675 3.120  -0.0525
H17 3.381 -3.215 2.680  0.0281
H18 2.313 -2.176 2.415  0.0215


no.,M (g mol⁻¹),E_tot (a.u.)
1,722.662,-4334.8998
2,872.503,-5198.7557
3,1202.757,-8214.6070
4,162.135,-687.9131